No. 1
Molecular formula: C10H22NS
Method: DFT, ωB97M-V with the def2-TZVPD basis set

Properties
F_max	4.65	eV/A
Kohn-Sham gap	9.369	eV
relative energy (zero: lowest compared OMol25 entry of this formula, charge and spin)	32.9	kcal/mol
HOMO energy	-12.40	eV

```
! wB97M-V def2-TZVPD RIJCOSX def2/J DEFGRID3
* xyz 1 1
C 2.84652 0.03029 1.57003
C 1.73479 -0.66140 1.35198
C 1.41002 -2.11416 1.25843
C -1.49487 -1.58509 -3.04859
C 0.19737 1.53671 2.35759
C 0.77237 1.56094 -0.88173
C -1.20316 -0.27224 -2.37016
C -0.53504 -0.61106 -1.02388
C 0.11156 0.33546 1.31028
C -0.29514 0.61934 -0.18190
N -1.53087 1.45028 -0.09904
S -1.22700 -0.69279 1.81349
H 2.79925 1.04242 1.28164
H 3.68589 -0.52063 1.90638
H 0.67345 -2.30306 0.47402
H 2.29768 -2.76979 1.15586
H 1.15058 -2.43048 2.35929
H -2.47877 -1.95779 -2.68547
H -1.84811 -1.27974 -3.97803
H -0.63484 -2.24924 -3.16860
H -0.80605 1.80497 2.72915
H 0.68152 1.34173 3.23883
H 0.59604 2.44143 2.06515
H 0.68242 2.46658 -0.28573
H 0.37088 1.65450 -1.82712
H 1.67372 1.01234 -0.89510
H -0.53952 0.27755 -2.99075
H -2.02509 0.37997 -2.52729
H -1.13926 -1.32683 -0.49314
H 0.36384 -1.19513 -1.14698
H -1.85089 1.77784 -1.07584
H -1.29522 2.28848 0.29398
H -2.27912 0.91132 0.36917
H -0.86497 -0.96271 3.14409
*
```

Atomic partial charges in e from the Mulliken method, atoms 1 to 6: number 1, C, carries -1.131; number 2, C, carries 0.893; number 3, C, carries -1.274; number 4, C, carries -1.530; number 5, C, carries -1.864; number 6, C, carries -1.915

No. 2
Molecular formula: C31H43BBrCl2FN10O5P
Method: DFT, ωB97M-V with the def2-TZVPD basis set

Properties
F_max	10.27	eV/A
Kohn-Sham gap	5.851	eV
relative energy (zero: lowest compared OMol25 entry of this formula, charge and spin)	385.3	kcal/mol
HOMO energy	-4.11	eV

```
! wB97M-V def2-TZVPD RIJCOSX def2/J DEFGRID3
* xyz -1 1
C -0.50594 0.13881 0.55254
C -0.11932 -0.60742 -0.60172
C -0.14310 -1.64230 -1.91538
C -0.80170 -0.67515 -3.06394
Cl -2.12049 0.54597 -2.48432
C -0.46406 -0.66265 -4.51318
C -1.20582 0.43047 -5.53291
Cl 0.77706 -1.84635 -5.21624
O 1.27765 -2.02390 -1.98978
B 1.49508 -3.48394 -1.69346
C 2.51294 -3.64970 -0.40502
C 2.21956 -2.61462 0.83652
O 3.08150 -1.63637 1.13442
F 0.91103 -2.81535 1.56235
P 2.29717 -4.57139 -3.06805
O 1.11198 -5.08949 -4.25661
Br 3.07570 -6.56149 -2.19054
O 0.11486 -4.00406 -1.61661
C -1.01550 -3.04155 -1.75267
C -1.85442 -3.30789 -0.36946
C -3.28652 -4.13487 -0.60970
O -3.55189 -5.15059 0.21510
N -4.17114 -3.61142 -1.71867
C -5.00297 -4.69116 -2.37357
C -4.98713 -2.40649 -1.30574
H -0.88485 0.91012 1.37633
H -0.56310 0.61706 -6.52149
H -2.27886 0.06248 -5.84605
H -1.29423 1.50708 -5.02846
H 3.60663 -3.38854 -0.80614
H 2.55072 -4.72990 0.04972
H 1.08509 -6.10563 -4.22374
H -1.68724 -3.37755 -2.67568
H -1.21384 -3.93948 0.41457
H -2.18434 -2.30746 0.19223
H -4.70657 -4.70387 -3.52993
H -6.13347 -4.38968 -2.22841
H -4.80844 -5.77727 -1.98426
H -5.82970 -2.65746 -0.52610
H -4.30363 -1.57285 -0.79479
H -5.49275 -1.87908 -2.23817
C -4.80341 -0.76566 2.56581
C -4.88951 0.27353 1.45990
N -4.96097 1.13574 0.54246
H -5.11267 -1.74263 2.18421
H -3.77565 -0.83558 2.93241
H -5.45861 -0.48343 3.39445
C 0.32412 2.24228 4.47362
C -0.70057 1.15532 4.19275
N -1.55075 0.25359 3.95977
H 1.29470 1.79085 4.69708
H 0.42639 2.89270 3.60066
H 0.00528 2.84297 5.32984
C 4.72431 -1.51424 -5.45914
C 4.84524 -2.99612 -5.14329
N 4.94556 -4.22553 -4.88116
H 5.34365 -1.26600 -6.32548
H 3.68344 -1.26438 -5.68213
H 5.05697 -0.92204 -4.60226
C 5.84034 0.06450 2.12645
C 5.34224 0.81935 3.34811
N 4.92897 1.44566 4.36159
H 6.71267 -0.53931 2.39141
H 5.05323 -0.59358 1.74837
H 6.12172 0.77100 1.34077
C -3.61943 4.29349 -0.69489
C -2.79997 5.57365 -0.69933
N -2.12016 6.63575 -0.70295
H -3.67041 3.88000 -1.70591
H -3.15700 3.55718 -0.03189
H -4.63385 4.50139 -0.34371
C -1.55478 -2.36607 6.56562
C -1.49367 -2.02914 8.04653
N -1.44301 -1.74969 9.27517
H -1.74767 -1.45988 5.98480
H -0.60479 -2.80059 6.24269
H -2.35690 -3.08556 6.37975
C 4.79659 4.58886 3.06966
C 4.71049 5.62804 1.96375
N 4.63903 6.49025 1.04631
H 4.48733 3.61189 2.68806
H 5.82435 4.51894 3.43626
H 4.14139 4.87109 3.89830
C -6.07569 8.53371 0.30000
C -5.95476 7.05183 0.61585
N -5.85444 5.82243 0.87798
H -5.45635 8.78196 -0.56634
H -7.11656 8.78358 0.07701
H -5.74303 9.12591 1.15688
C 7.94123 3.44164 -0.55837
C 8.06216 1.95976 -0.24252
N 8.16248 0.73035 0.01961
H 8.56056 3.68989 -1.42470
H 6.90036 3.69151 -0.78136
H 8.27388 4.03384 0.29851
*
```

Atomic partial charges in e from the Mulliken method, atoms 1 to 6: number 1, C, carries -0.569; number 2, C, carries -0.967; number 3, C, carries 1.876; number 4, C, carries -0.487; number 5, Cl, carries -0.131; number 6, C, carries 0.226

No. 3
Molecular formula: C42H36F5IrN4PS
Method: DFT, ωB97M-V with the def2-TZVPD basis set

Properties
F_max	0.64	eV/A
expectation value of S²	8.798
Kohn-Sham gap (alpha / beta)	6.350 / 5.793	eV
relative energy (zero: lowest compared OMol25 entry of this formula, charge and spin)	6.4	kcal/mol
HOMO energy (alpha / beta)	-11.69 / -13.26	eV

```
! wB97M-V def2-TZVPD RIJCOSX def2/J DEFGRID3
* xyz 2 6
Ir 0.38670 -0.15682 0.72592
F 4.80065 5.41566 3.20705
C 3.78383 4.60882 3.00739
C 3.92683 3.52319 2.14280
F 5.08671 3.31982 1.53517
C 2.86373 2.67843 1.93292
F 3.04132 1.65826 1.08994
C 1.61470 2.87033 2.56583
S 0.27165 1.85456 2.35514
C 1.51623 3.99027 3.42947
F 0.37423 4.23860 4.04804
C 2.57374 4.84427 3.65318
F 2.45635 5.87896 4.46505
C 1.06627 3.12724 -2.25727
C 0.85513 2.37960 -1.09510
N 0.61389 1.07870 -1.10836
C 0.54393 0.44580 -2.31139
C 0.72615 1.11867 -3.52165
C 1.00736 2.49607 -3.47013
C 0.61339 0.40147 -4.76475
C 0.30713 -0.90974 -4.78119
C 0.09573 -1.62620 -3.55254
C -0.25752 -2.98921 -3.50942
C -0.46547 -3.60005 -2.30081
C -0.29603 -2.84907 -1.12823
N 0.05755 -1.58123 -1.14617
C 0.23280 -0.96373 -2.33096
H 1.26751 4.18564 -2.17818
H 0.87390 2.85203 -0.12327
H 1.16828 3.04316 -4.39033
H 0.77458 0.94295 -5.68749
H 0.21547 -1.44494 -5.71703
H -0.36762 -3.54139 -4.43454
H -0.74794 -4.64072 -2.23417
H -0.45974 -3.28967 -0.15086
C -6.72068 -0.49120 -2.81891
C -5.62112 -1.30185 -3.06584
C -4.43900 -1.08567 -2.37628
C -4.36408 -0.05267 -1.44008
C -5.46820 0.77205 -1.20332
C -6.64729 0.54126 -1.89001
P -2.85110 0.18023 -0.54100
C -2.62725 1.90024 -0.15440
C -2.66785 2.35171 1.16583
C -2.59971 3.71303 1.42242
C -2.48369 4.61301 0.37185
C -2.43848 4.16281 -0.94512
C -2.51053 2.80826 -1.21218
C -2.67830 -0.86851 0.84559
C -3.78974 -1.64591 1.24334
C -3.69227 -2.44231 2.35802
C -2.47873 -2.49869 3.04564
C -1.37470 -1.78230 2.61535
C -1.41923 -0.94416 1.49261
H -7.64336 -0.66047 -3.35696
H -5.68477 -2.09824 -3.79391
H -3.57838 -1.71834 -2.56262
H -5.40604 1.58429 -0.48967
H -7.50906 1.16698 -1.70454
H -2.75979 1.64590 1.98113
H -2.64263 4.06854 2.44295
H -2.44140 5.67438 0.57718
H -2.36075 4.87077 -1.75956
H -2.49414 2.45406 -2.23693
H -4.72084 -1.59049 0.69286
H -4.54406 -3.01287 2.70020
H -2.39756 -3.12679 3.92386
H -0.44361 -1.89681 3.15737
C 2.95387 -2.97001 -0.97666
C 3.33965 -1.72431 -0.19869
N 3.69271 -2.00601 1.19459
C 4.91585 -2.80811 1.38813
C 4.65182 -4.27404 1.71210
C 3.00783 -1.51896 2.22698
C 3.59418 -1.69292 3.60437
N 1.87402 -0.85829 2.11531
H 2.70950 -2.70325 -2.00588
H 2.09175 -3.46129 -0.52717
H 3.77055 -3.68891 -1.01269
H 2.52556 -1.00090 -0.19902
H 4.20311 -1.23999 -0.66196
H 5.53715 -2.34334 2.15047
H 5.47264 -2.72449 0.45505
H 3.86966 -4.38764 2.46185
H 5.55671 -4.73841 2.10159
H 4.34408 -4.83199 0.83021
H 4.56068 -1.19416 3.67151
H 3.74863 -2.74108 3.85005
H 2.93103 -1.26169 4.35020
H 1.62595 -0.48016 3.02074
*
```

Atomic partial charges in e from the Mulliken method, atoms 1 to 6: number 1, Ir, carries 2.079; number 2, F, carries -0.249; number 3, C, carries 0.759; number 4, C, carries -0.147; number 5, F, carries -0.269; number 6, C, carries -0.583

No. 4
Molecular formula: C11H25N3OPRuSe3Te
Method: DFT, ωB97M-V with the def2-TZVPD basis set

Properties
F_max	0.57	eV/A
expectation value of S²	8.788
Kohn-Sham gap (alpha / beta)	6.881 / 5.433	eV
relative energy (zero: lowest compared OMol25 entry of this formula, charge and spin)	0.0	kcal/mol
HOMO energy (alpha / beta)	-7.31 / -7.33	eV

```
! wB97M-V def2-TZVPD RIJCOSX def2/J DEFGRID3
* xyz 0 6
Ru 2.52079 -0.96984 0.49724
Se 4.10114 -0.55236 -1.34714
Se 4.78843 -1.77959 0.44141
Te 2.55256 -1.52997 3.02702
Se 0.40550 -0.73954 3.83131
C 1.02105 3.56712 -1.46047
N 0.04703 2.53502 -1.82529
C -1.14696 2.70819 -0.99395
N -0.87137 2.71213 0.44016
C 0.12862 3.73795 0.73186
N 1.36213 3.58254 -0.03889
C 2.08340 2.36858 0.34929
P 1.08975 0.82082 0.07288
C 0.60965 1.18981 -1.67525
C -0.45851 1.39244 0.92433
H 0.58845 4.53613 -1.71362
H 1.93044 3.42359 -2.04591
H -1.85539 1.90841 -1.21821
H -1.60339 3.66476 -1.25481
H 0.36686 3.71159 1.79561
H -0.30341 4.70967 0.48719
H 2.35529 2.42362 1.40508
H 3.00593 2.28815 -0.22838
H -0.11629 0.45002 -2.01986
H 1.50384 1.09213 -2.29432
H -0.27243 1.41032 1.99704
H -1.25180 0.66639 0.74315
C 1.26795 -4.35467 0.15775
O 1.96823 -3.25154 -0.41945
H 1.95141 -5.17601 0.37807
H 0.46865 -4.70330 -0.49790
H 0.83459 -4.00220 1.08952
H 2.41739 -3.51581 -1.22696
C -3.01994 -1.65280 1.40493
C -2.32210 -2.21418 0.16470
C -3.02738 -1.78585 -1.12031
C -0.86725 -1.88940 0.13229
H -3.98999 -2.13088 1.55215
H -3.19344 -0.57755 1.30250
H -2.41921 -1.80795 2.30291
H -2.40274 -3.31335 0.22558
H -2.93238 -0.70535 -1.26470
H -4.09160 -2.02557 -1.08125
H -2.60167 -2.28210 -1.99509
H -0.30420 -1.90536 1.05891
H -0.31764 -2.03420 -0.79115
*
```

Atomic partial charges in e from the Mulliken method, atoms 1 to 6: number 1, Ru, carries -0.516; number 2, Se, carries -0.319; number 3, Se, carries -0.261; number 4, Te, carries -0.096; number 5, Se, carries -0.416; number 6, C, carries -0.885